ORCA calculation (wB97M-V/def2-TZVPD) on 9 unconnected molecules or ions with the total composition C47H91F9N12O3PS in a non-equilibrium geometry.

Element x y z (Å)
1 C -1.171 0.444 0.580
2 F -1.496 1.712 0.902
3 F -1.659 -0.266 1.582
4 F -1.746 0.126 -0.586
5 S 0.697 0.149 0.423
6 O 1.117 0.070 1.806
7 O 0.810 -1.149 -0.242
8 O 1.201 1.277 -0.342
9 C -1.413 6.257 -6.338
10 C 0.092 5.988 -6.302
11 N 0.424 4.710 -5.718
12 C 0.275 3.485 -6.326
13 C 0.483 2.496 -5.405
14 N 0.741 3.157 -4.219
15 C 0.694 4.469 -4.421
16 C 1.023 2.470 -2.944
17 H -1.619 7.322 -6.455
18 H -1.986 6.055 -5.429
19 H -1.941 5.717 -7.123
20 H 0.657 6.749 -5.762
21 H 0.502 6.099 -7.306
22 H 0.050 3.546 -7.380
23 H 0.506 1.424 -5.488
24 H 0.829 5.123 -3.574
25 H 1.944 2.885 -2.541
26 H 1.035 1.395 -3.098
27 H 0.200 2.634 -2.253
28 C 2.948 3.342 1.957
29 C 3.818 2.095 2.146
30 N 5.161 2.256 1.542
31 C 6.328 1.974 2.207
32 C 7.374 2.271 1.372
33 N 6.844 2.674 0.175
34 C 5.510 2.724 0.336
35 C 7.649 3.067 -0.985
36 H 2.084 3.376 2.627
37 H 2.428 3.403 1.002
38 H 3.455 4.266 2.239
39 H 3.340 1.295 1.577
40 H 3.939 1.687 3.146
41 H 6.445 1.533 3.184
42 H 8.430 2.144 1.547
43 H 4.859 3.057 -0.455
44 H 8.417 3.782 -0.693
45 H 6.995 3.445 -1.766
46 H 8.253 2.261 -1.403
47 C 3.281 -2.058 -2.957
48 C 3.323 -0.711 -2.335
49 N 3.967 0.226 -3.261
50 C 5.039 1.064 -3.008
51 C 5.351 1.734 -4.152
52 N 4.307 1.518 -5.026
53 C 3.592 0.494 -4.531
54 C 4.280 2.068 -6.387
55 H 2.619 -2.093 -3.825
56 H 2.890 -2.825 -2.285
57 H 4.229 -2.517 -3.243
58 H 3.939 -0.697 -1.436
59 H 2.310 -0.388 -2.087
60 H 5.613 0.975 -2.101
61 H 6.164 2.419 -4.326
62 H 2.835 -0.015 -5.106
63 H 4.997 2.864 -6.560
64 H 3.289 2.520 -6.467
65 H 4.335 1.304 -7.160
66 C -0.484 4.493 0.225
67 C -1.684 4.680 -0.685
68 N -2.844 5.099 0.069
69 C -3.590 4.293 0.902
70 C -4.555 5.076 1.465
71 N -4.428 6.362 0.992
72 C -3.366 6.346 0.154
73 C -5.255 7.478 1.345
74 H -0.832 4.242 1.225
75 H 0.071 5.428 0.334
76 H 0.254 3.795 -0.167
77 H -2.060 3.891 -1.341
78 H -1.442 5.439 -1.435
79 H -3.326 3.250 0.977
80 H -5.376 4.846 2.126
81 H -2.862 7.180 -0.308
82 H -6.157 7.499 0.736
83 H -4.700 8.412 1.267
84 H -5.519 7.450 2.402
85 C -1.200 -3.443 -1.124
86 C -2.716 -3.442 -1.034
87 N -3.356 -3.287 -2.333
88 C -4.202 -4.239 -2.906
89 C -4.517 -3.835 -4.163
90 N -4.000 -2.572 -4.290
91 C -3.307 -2.245 -3.175
92 C -4.315 -1.669 -5.393
93 H -0.748 -2.566 -1.581
94 H -0.857 -4.356 -1.613
95 H -0.866 -3.510 -0.087
96 H -3.120 -2.690 -0.354
97 H -3.032 -4.360 -0.541
98 H -4.382 -5.184 -2.421
99 H -5.111 -4.255 -4.957
100 H -2.795 -1.316 -2.989
101 H -3.562 -0.892 -5.505
102 H -5.253 -1.181 -5.130
103 H -4.379 -2.236 -6.318
104 C 4.866 -6.190 3.936
105 C 4.860 -4.674 3.885
106 C 4.378 -4.156 2.546
107 N 3.927 -2.675 2.600
108 C 3.647 -2.262 1.187
109 C 5.025 -1.751 3.138
110 C 4.730 -1.532 4.608
111 C 3.185 -1.565 4.736
112 C 2.716 -2.387 3.545
113 H 5.211 -6.723 3.051
114 H 3.902 -6.581 4.268
115 H 5.508 -6.498 4.763
116 H 5.882 -4.363 4.117
117 H 4.288 -4.309 4.740
118 H 3.422 -4.631 2.331
119 H 5.174 -4.213 1.807
120 H 3.382 -1.206 1.202
121 H 2.808 -2.854 0.830
122 H 4.560 -2.395 0.608
123 H 5.062 -0.833 2.552
124 H 5.974 -2.256 2.952
125 H 5.046 -0.551 4.958
126 H 5.165 -2.307 5.233
127 H 2.877 -0.522 4.727
128 H 2.875 -2.105 5.627
129 H 1.895 -1.979 2.958
130 H 2.450 -3.402 3.838
131 C -1.775 -3.449 3.508
132 C -3.227 -3.219 3.096
133 C -4.137 -4.436 3.282
134 N -5.661 -4.188 3.104
135 C -6.128 -2.950 3.803
136 C -6.480 -5.399 3.544
137 C -7.678 -5.436 2.597
138 C -7.363 -4.452 1.410
139 C -5.906 -4.079 1.593
140 H -1.165 -2.646 3.091
141 H -1.426 -4.418 3.144
142 H -1.635 -3.402 4.587
143 H -3.357 -2.778 2.106
144 H -3.616 -2.425 3.737
145 H -4.152 -4.717 4.339
146 H -3.794 -5.344 2.784
147 H -7.202 -2.943 3.629
148 H -5.716 -2.112 3.242
149 H -5.849 -2.893 4.851
150 H -6.710 -5.336 4.604
151 H -5.799 -6.223 3.337
152 H -8.643 -5.263 3.064
153 H -7.639 -6.416 2.123
154 H -8.024 -3.603 1.584
155 H -7.609 -4.880 0.442
156 H -5.544 -3.098 1.286
157 H -5.155 -4.763 1.196
158 P -4.632 0.995 3.735
159 F -3.346 0.064 3.535
160 F -4.016 1.685 5.075
161 F -3.920 2.146 2.831
162 F -5.987 1.849 3.982
163 F -5.307 0.360 2.355
164 F -5.232 -0.175 4.743

Values from the calculation:
- E (hartree) = -4365.1055
- total charge = +5
- E_LUMO (eV) = -10.1
- gap between HOMO and LUMO (eV) = 8.47

***

ORCA calculation (wB97M-V/def2-TZVPD) on a single C2H4NOP molecule in a non-equilibrium geometry.

Element x y z (Å)
1 C 0.498 -0.584 -0.335
2 C -0.533 0.245 -1.002
3 N 1.697 -0.989 -0.333
4 O -0.370 0.733 1.793
5 P -1.063 -0.361 0.716
6 H -0.289 1.220 -1.339
7 H -1.029 -0.261 -1.819
8 H 2.032 -1.591 0.522
9 H -0.943 1.587 1.797

Values from the calculation:
- E (hartree) = -549.8894
- E_LUMO (eV) = 0.5
- energy above the lowest of the compared OMol25 structures with the same formula, charge and spin (kcal per mole) = 32.1
- gap between HOMO and LUMO (eV) = 9.00
- SMILES = [H]/N=C1/CP1O

***

ORCA calculation (wB97M-V/def2-TZVPD) on a single C7H9N3 molecule in a non-equilibrium geometry.

Element x y z (Å)
1 C -2.991 -1.187 -0.091
2 C -3.572 0.077 0.046
3 C -1.633 -0.964 -0.265
4 C -0.347 1.093 0.173
5 C 0.960 0.516 0.150
6 C 2.131 1.456 -0.065
7 C 2.121 -1.502 0.001
8 N -2.643 1.053 0.195
9 N -1.480 0.386 0.082
10 N 0.996 -0.760 0.380
11 H -3.405 -2.123 -0.201
12 H -4.569 0.237 -0.054
13 H -0.387 2.190 0.366
14 H 1.858 2.364 -0.334
15 H 2.711 1.169 -1.014
16 H 2.729 1.388 0.771
17 H 3.092 -1.045 0.013
18 H 2.392 -2.221 0.703
19 H 2.035 -2.128 -0.858

Values from the calculation:
- E (hartree) = -436.1820
- E_LUMO (alpha / beta) (eV) = -1.1 / -0.9
- energy above the lowest of the compared OMol25 structures with the same formula, charge and spin (kcal per mole) = 146.9
- gap between HOMO and LUMO (alpha / beta) (eV) = 6.42 / 8.00

***

ORCA calculation (wB97M-V/def2-TZVPD) on a single C5H9NO molecule in a non-equilibrium geometry.

Element x y z (Å)
1 C -2.089 -0.282 -0.249
2 C -0.636 -0.469 0.114
3 C 0.200 0.811 0.147
4 C 1.696 0.593 -0.042
5 O 1.888 0.074 -1.347
6 C 0.230 -1.764 1.593
7 N -0.741 -1.052 1.578
8 H -2.167 0.117 -1.262
9 H -2.560 0.404 0.460
10 H -2.609 -1.243 -0.200
11 H -0.170 -1.164 -0.605
12 H -0.144 1.459 -0.670
13 H 0.016 1.330 1.092
14 H 2.085 -0.100 0.719
15 H 2.215 1.557 0.080
16 H 2.786 -0.270 -1.409

Values from the calculation:
- E (hartree) = -325.8299
- E_LUMO (eV) = 0.9
- energy above the lowest of the compared OMol25 structures with the same formula, charge and spin (kcal per mole) = 67.6
- gap between HOMO and LUMO (eV) = 11.51

***

Q: What is the E in the second record?
A: -549.8894 hartree

***

What did the second record say?
ORCA calculation (wB97M-V/def2-TZVPD) on a single C2H4NOP molecule in a non-equilibrium geometry.

Element x y z (Å)
1 C 0.498 -0.584 -0.335
2 C -0.533 0.245 -1.002
3 N 1.697 -0.989 -0.333
4 O -0.370 0.733 1.793
5 P -1.063 -0.361 0.716
6 H -0.289 1.220 -1.339
7 H -1.029 -0.261 -1.819
8 H 2.032 -1.591 0.522
9 H -0.943 1.587 1.797

Values from the calculation:
- E (hartree) = -549.8894
- E_LUMO (eV) = 0.5
- energy above the lowest of the compared OMol25 structures with the same formula, charge and spin (kcal per mole) = 32.1
- gap between HOMO and LUMO (eV) = 9.00
- SMILES = [H]/N=C1/CP1O

***

Q: Which value of E does entry 2 give?
A: -549.8894 hartree

***

Q: E of number 4 (C5H9NO)?
A: -325.8299 hartree